The following is a quantum chemistry calculation of a molecular structure, C32H26AsN3O8STi, from OMol25.

## Properties
E_HOMO in eV: -7.942
Relative energy (zero: lowest compared OMol25 entry of this formula, charge and spin) in kcal/mol: 0.0
LUMO energy in eV: -0.1065
F_max in eV/Å: 0.44
Energy in Eh: -5484.88294

Geometry as ORCA input:
```
! wB97M-V def2-TZVPD RIJCOSX def2/J DEFGRID3
* xyz 0 1
Ti -0.42 0.13 -0.12
C 2.85 -1.94 1.13
C 2.25 -0.78 1.83
N 1.17 -0.08 1.50
C 0.93 0.78 2.54
C 1.89 0.65 3.49
N 2.71 -0.34 3.03
C 2.17 1.27 4.81
O 1.33 2.20 5.22
O 3.15 0.94 5.43
C -0.33 1.55 2.52
O -0.58 2.36 3.41
O -1.09 1.24 1.54
H 2.06 -2.61 0.79
H 3.51 -2.48 1.81
H 3.42 -1.62 0.26
H 3.51 -0.69 3.54
H 0.58 2.33 4.57
S 1.70 -0.19 -1.43
C 1.53 -0.91 -3.03
C 2.67 -1.06 -3.82
C 2.58 -1.63 -5.08
C 1.35 -2.07 -5.58
C 0.22 -1.92 -4.80
C 0.31 -1.34 -3.54
As -1.18 -1.08 -2.38
C -2.38 0.00 -3.44
C -3.77 -0.06 -3.28
C -4.59 0.80 -3.99
C -4.04 1.74 -4.85
C -2.67 1.81 -5.01
C -1.84 0.94 -4.31
C -2.03 -2.82 -2.36
C -2.93 -3.19 -3.36
C -3.47 -4.47 -3.37
C -3.11 -5.39 -2.40
C -2.20 -5.03 -1.41
C -1.65 -3.76 -1.39
H 3.63 -0.73 -3.45
H 3.47 -1.75 -5.68
H 1.29 -2.52 -6.56
H -0.74 -2.25 -5.18
H -4.21 -0.78 -2.60
H -5.67 0.74 -3.86
H -4.69 2.41 -5.40
H -2.24 2.54 -5.68
H -0.77 1.01 -4.44
H -3.21 -2.49 -4.13
H -4.16 -4.75 -4.15
H -3.54 -6.38 -2.40
H -1.91 -5.74 -0.65
H -0.94 -3.50 -0.63
O -2.28 -2.74 2.02
C -2.04 -1.83 1.27
O -0.88 -1.58 0.71
C -3.09 -0.82 0.85
C -4.34 -0.80 1.44
C -5.22 0.19 1.05
C -4.81 1.12 0.11
C -3.53 1.04 -0.41
N -2.69 0.07 -0.05
H -4.57 -1.55 2.19
H -6.21 0.25 1.49
H -5.46 1.92 -0.22
H -3.14 1.77 -1.12
C 2.04 3.27 0.14
O 0.85 3.15 -0.68
C 0.23 2.01 -0.56
O -0.80 1.77 -1.23
H 2.52 4.18 -0.18
H 2.68 2.40 -0.04
H 1.75 3.34 1.19
*
```


The following is a quantum chemistry calculation of a molecular structure, C32H26Br2MoN7O3S in a non-equilibrium geometry, from OMol25.

## Properties
E_HOMO (alpha / beta) in eV: -10.220 / -10.604
Relative energy (zero: lowest compared OMol25 entry of this formula, charge and spin) in kcal/mol: 0.0
LUMO energy (alpha / beta) in eV: -2.7091 / -3.7517
F_max in eV/Å: 4.10
Energy in Eh: -7458.39117

Geometry as ORCA input:
```
! wB97M-V def2-TZVPD RIJCOSX def2/J DEFGRID3
* xyz 1 3
Mo -15.99 0.70 10.88
O -17.74 2.88 7.60
C -17.42 2.17 8.56
N -16.31 2.17 9.33
C -15.48 3.30 9.29
C -15.66 4.39 8.41
C -14.79 5.47 8.56
C -13.68 5.38 9.43
C -13.43 4.16 10.08
C -14.39 3.14 10.05
N -14.26 1.87 10.70
C -13.06 1.31 10.88
O -12.00 1.59 10.34
C -13.17 0.30 12.01
C -12.08 -0.01 12.74
C -12.28 -0.52 14.01
C -13.57 -0.75 14.46
C -14.62 -0.49 13.61
N -14.41 0.07 12.40
C -18.41 1.12 9.05
C -19.66 1.02 8.49
C -20.54 0.07 8.91
C -20.21 -0.63 10.07
C -19.00 -0.35 10.70
N -18.04 0.39 10.09
H -16.35 4.29 7.59
H -14.94 6.38 7.97
H -12.95 6.14 9.53
H -12.57 3.98 10.72
H -11.10 0.24 12.35
H -11.46 -0.53 14.72
H -13.83 -1.23 15.42
H -15.67 -0.58 13.93
H -19.90 1.75 7.67
H -21.47 -0.10 8.39
H -20.94 -1.22 10.62
H -18.89 -0.69 11.66
C -13.98 0.60 7.72
C -14.47 -0.71 8.35
C -14.11 -1.97 7.61
C -14.40 -3.20 8.06
C -15.23 -3.32 9.21
C -15.70 -4.54 9.76
Br -15.19 -6.18 8.93
C -16.58 -4.57 10.84
C -16.83 -3.35 11.49
Br -17.84 -3.31 13.04
C -16.40 -2.17 10.98
O -16.68 -1.05 11.62
C -15.62 -2.11 9.82
N -15.26 -0.82 9.40
H -13.06 0.46 7.16
H -13.83 1.33 8.53
H -14.69 1.01 7.05
H -13.46 -1.82 6.72
H -14.09 -4.12 7.62
H -16.79 -5.55 11.30
C -14.93 4.27 13.77
N -15.86 4.41 12.62
C -16.09 5.73 11.89
C -17.39 5.59 11.23
N -17.53 4.11 11.23
C -16.80 3.57 12.23
S -17.02 1.95 12.89
H -13.90 4.62 13.41
H -14.89 3.22 14.10
H -15.25 4.82 14.64
H -15.28 5.89 11.16
H -16.14 6.57 12.53
H -17.23 5.85 10.18
H -18.23 6.10 11.58
H -18.42 3.84 11.01
*
```


The following is a quantum chemistry calculation of a molecular structure, C32H26BrCrIN7O4STe, from OMol25.

## Properties
E_HOMO (alpha / beta) in eV: -7.836 / -7.877
Relative energy (zero: lowest compared OMol25 entry of this formula, charge and spin) in kcal/mol: 0.0
LUMO energy (alpha / beta) in eV: -1.1275 / -0.7130
F_max in eV/Å: 0.48
Energy in Eh: -6501.73386

Geometry as ORCA input:
```
! wB97M-V def2-TZVPD RIJCOSX def2/J DEFGRID3
* xyz 0 2
Cr 0.45 -0.36 0.20
C -3.03 -4.84 0.45
C -1.91 -5.20 -0.29
C -1.05 -4.22 -0.77
C -1.32 -2.88 -0.50
C -2.43 -2.52 0.25
C -3.29 -3.50 0.71
N -0.44 -1.86 -0.96
N 0.03 -2.07 -2.10
C 0.97 -1.10 -2.49
C 1.44 -1.17 -3.80
C 2.36 -0.22 -4.22
C 2.78 0.77 -3.34
C 2.29 0.82 -2.03
C 1.37 -0.12 -1.58
H -3.69 -5.61 0.82
H -1.69 -6.24 -0.48
H -0.17 -4.48 -1.34
H -2.63 -1.47 0.42
H -4.18 -3.22 1.27
H 1.09 -1.96 -4.45
H 2.74 -0.25 -5.23
H 3.49 1.51 -3.67
H 2.63 1.62 -1.38
C -2.33 -0.44 3.01
C -1.08 -1.25 2.99
N -0.17 -1.28 2.04
C 0.79 -2.19 2.43
C 0.44 -2.72 3.64
N -0.74 -2.11 3.97
C 1.05 -3.71 4.57
O 2.20 -4.23 4.21
O 0.47 -3.98 5.59
C 1.96 -2.41 1.55
O 2.84 -3.21 1.89
O 1.93 -1.71 0.49
H -2.32 0.26 2.18
H -2.42 0.12 3.94
H -3.20 -1.09 2.91
H -1.24 -2.32 4.82
H 2.53 -3.86 3.33
Br 0.86 7.77 -0.99
C 0.55 6.31 -2.15
C 0.03 6.59 -3.41
C -0.22 5.56 -4.30
C 0.05 4.25 -3.93
C 0.57 3.97 -2.68
C 0.83 5.00 -1.78
I 1.60 4.50 0.09
H -0.18 7.61 -3.68
H -0.63 5.78 -5.27
H -0.15 3.43 -4.61
H 0.76 2.95 -2.39
Te -1.22 1.57 -0.30
C -2.99 0.63 -0.93
C -4.19 0.65 -0.28
C -5.20 -0.09 -0.95
C -4.76 -0.64 -2.12
S -3.11 -0.27 -2.38
H -4.35 1.17 0.66
H -6.22 -0.20 -0.60
H -5.31 -1.24 -2.82
N 5.19 1.56 1.87
C 3.84 1.61 2.06
C 2.98 0.85 1.24
N 1.67 0.93 1.38
C 1.18 1.73 2.34
C 2.04 2.45 3.14
N 3.37 2.41 3.00
H 5.59 0.81 1.34
H 5.77 1.99 2.58
H 3.37 0.18 0.48
H 0.11 1.78 2.44
H 1.65 3.10 3.91
*
```


The following is a quantum chemistry calculation of a molecular structure, C32H26CaIN2OS6Sb in a non-equilibrium geometry, from OMol25.

## Properties
E_HOMO in eV: -1.599
Relative energy (zero: lowest compared OMol25 entry of this formula, charge and spin) in kcal/mol: 13.2
LUMO energy in eV: 3.2623
F_max in eV/Å: 3.17
Energy in Eh: -5024.64096

Geometry as ORCA input:
```
! wB97M-V def2-TZVPD RIJCOSX def2/J DEFGRID3
* xyz -2 1
Ca 8.77 13.17 15.23
S 8.37 9.82 18.91
C 9.91 10.61 19.12
C 11.05 10.26 19.91
C 12.21 11.01 19.74
C 12.24 12.08 18.88
C 11.10 12.45 18.14
C 9.97 11.67 18.24
N 8.83 11.83 17.39
C 7.93 10.89 17.58
C 6.67 10.82 16.76
C 5.56 10.13 17.26
C 4.35 10.17 16.61
C 4.30 10.90 15.41
C 5.42 11.56 14.92
C 6.69 11.58 15.62
H 11.00 9.37 20.49
H 13.11 10.74 20.20
H 13.10 12.73 18.71
H 11.17 13.30 17.47
H 5.55 9.60 18.16
H 3.46 9.64 16.95
H 3.43 10.94 14.85
H 5.29 12.22 14.08
S 12.16 17.47 14.01
Sb 11.75 15.48 15.20
S 10.93 13.98 13.55
S 9.78 15.53 16.50
S 13.56 14.42 16.10
I 9.56 6.66 14.43
C 10.39 8.51 15.11
C 11.63 8.56 15.68
C 12.19 9.84 15.82
C 11.49 10.94 15.37
N 10.25 10.84 14.91
C 9.69 9.64 14.81
H 12.22 7.67 15.89
H 13.21 9.86 16.14
H 11.94 11.95 15.26
H 8.79 9.75 14.20
O 7.24 14.24 13.79
S 7.25 15.36 12.80
C 8.51 14.94 11.49
C 7.96 15.00 10.09
C 7.36 13.82 9.60
C 6.84 13.81 8.34
C 6.91 14.93 7.55
C 7.58 16.06 7.96
C 8.07 16.11 9.21
C 8.05 16.77 13.52
C 8.02 17.87 12.43
C 9.24 18.41 12.05
C 9.28 19.35 11.01
C 8.10 19.88 10.54
C 6.85 19.38 10.92
C 6.84 18.40 11.89
H 8.84 13.96 11.78
H 9.40 15.53 11.62
H 7.35 12.96 10.24
H 6.35 12.96 7.89
H 6.51 14.92 6.54
H 7.62 16.89 7.29
H 8.55 16.98 9.62
H 9.09 16.56 13.86
H 7.53 17.08 14.38
H 10.14 17.93 12.43
H 10.21 19.79 10.73
H 8.22 20.66 9.75
H 5.99 19.82 10.47
H 5.90 17.98 12.21
*
```


The following is a quantum chemistry calculation of a molecular structure, C32H26Cl3KN9O3PS2 in a non-equilibrium geometry, from OMol25.

## Properties
E_HOMO in eV: -3.127
Relative energy (zero: lowest compared OMol25 entry of this formula, charge and spin) in kcal/mol: 9.5
LUMO energy in eV: 3.6681
F_max in eV/Å: 4.30
Energy in Eh: -5071.78458

Geometry as ORCA input:
```
! wB97M-V def2-TZVPD RIJCOSX def2/J DEFGRID3
* xyz -2 1
K -3.84 0.61 -0.11
O -4.43 -0.11 2.28
N -4.27 -1.41 2.49
C -3.44 -1.84 3.41
C -3.15 -3.26 3.54
C -3.81 -4.14 2.75
C -4.81 -3.60 1.94
C -5.03 -2.28 1.68
S -6.10 -1.67 0.48
H -2.90 -0.98 3.94
H -2.33 -3.51 4.17
H -3.58 -5.25 2.69
H -5.37 -4.26 1.25
N 4.64 3.01 -0.05
C 3.28 3.22 -0.30
C 2.80 3.89 -1.44
C 1.48 4.00 -1.76
C 0.60 3.55 -0.82
C 1.04 2.90 0.33
C 2.34 2.63 0.56
S -1.15 3.80 -0.85
O -1.38 4.99 -1.71
O -1.51 4.01 0.52
N -1.93 2.48 -1.33
C -1.83 2.09 -2.62
N -2.51 0.83 -2.75
C -2.64 0.31 -3.95
C -2.12 0.94 -5.02
C -1.31 2.02 -4.83
N -1.08 2.53 -3.61
H 5.23 2.94 -0.88
H 4.80 2.18 0.48
H 3.58 4.37 -2.02
H 1.13 4.56 -2.67
H 0.29 2.65 1.05
H 2.68 2.29 1.57
H -3.12 -0.63 -4.08
H -2.28 0.73 -6.09
H -0.72 2.46 -5.64
C 1.32 -1.99 1.71
P 0.33 -1.28 0.32
C -0.29 -2.85 -0.38
C 0.36 -4.07 -0.37
C -0.41 -5.21 -0.63
C -1.78 -5.15 -0.92
C -2.43 -3.92 -1.06
C -1.63 -2.87 -0.78
C 1.48 -0.69 -0.91
C 2.82 -0.48 -0.75
C 3.53 0.22 -1.71
C 2.95 0.83 -2.80
C 1.58 0.69 -2.97
C 0.89 -0.11 -2.03
H 1.69 -1.32 2.38
H 2.12 -2.65 1.34
H 0.68 -2.62 2.35
H 1.39 -4.03 -0.08
H 0.03 -6.15 -0.51
H -2.39 -6.16 -0.96
H -3.51 -3.95 -1.27
H -2.08 -1.91 -0.88
H 3.45 -0.88 0.02
H 4.56 0.43 -1.45
H 3.47 1.42 -3.56
H 1.05 1.25 -3.75
H -0.21 -0.08 -2.19
N 3.91 -1.17 3.47
C 4.81 -1.10 2.75
N 5.93 -1.13 2.09
C 6.13 -0.20 1.21
N 6.55 0.58 0.44
Cl -1.14 3.48 3.06
C -0.97 3.06 4.79
Cl -0.78 1.34 5.02
Cl -2.30 3.75 5.77
C 0.27 3.69 5.28
N 1.33 4.16 5.41
*
```


The following is a quantum chemistry calculation of a molecular structure, C32H26ClN6O4PRu, from OMol25.

## Properties
E_HOMO (alpha / beta) in eV: -8.781 / -10.920
Relative energy (zero: lowest compared OMol25 entry of this formula, charge and spin) in kcal/mol: 14.8
LUMO energy (alpha / beta) in eV: -2.4471 / -4.4669
F_max in eV/Å: 0.44
Energy in Eh: -2760.44345

Geometry as ORCA input:
```
! wB97M-V def2-TZVPD RIJCOSX def2/J DEFGRID3
* xyz 1 6
Ru 0.62 -1.25 0.32
N 4.18 0.88 -0.73
C 2.91 0.50 -0.64
N 2.55 -0.71 -0.30
C 3.53 -1.67 0.05
N 3.13 -2.80 0.52
N 1.78 -2.86 0.57
C 1.15 -3.94 1.08
C -0.25 -3.91 0.98
C -1.10 -4.99 1.31
C -2.43 -4.91 1.00
C -2.94 -3.76 0.36
C -2.08 -2.72 0.11
N -0.78 -2.75 0.45
C 4.92 -1.32 -0.13
C 5.96 -2.22 0.09
C 7.27 -1.82 -0.06
C 7.57 -0.51 -0.43
C 6.56 0.40 -0.66
C 5.24 -0.01 -0.50
H 4.38 1.84 -0.97
H 2.14 1.23 -0.85
H 1.72 -4.75 1.53
H -0.68 -5.87 1.77
H -3.09 -5.73 1.24
H -3.97 -3.68 0.07
H -2.42 -1.81 -0.37
H 5.72 -3.23 0.39
H 8.08 -2.52 0.12
H 8.60 -0.20 -0.54
H 6.78 1.42 -0.95
O 1.25 0.85 3.98
Cl 1.62 0.11 2.84
O 3.02 -0.05 2.71
O 0.95 -1.19 2.82
O 1.11 0.78 1.62
N -0.45 -0.05 -0.63
P -1.62 1.06 -0.55
C -2.95 0.53 -1.63
C -2.64 0.20 -2.95
C -3.63 -0.26 -3.80
C -4.93 -0.41 -3.33
C -5.24 -0.09 -2.02
C -4.26 0.38 -1.16
C -0.97 2.63 -1.13
C 0.11 3.17 -0.43
C 0.63 4.39 -0.81
C 0.07 5.08 -1.88
C -1.01 4.56 -2.56
C -1.53 3.33 -2.18
C -2.29 1.33 1.09
C -3.00 2.51 1.35
C -3.52 2.74 2.61
C -3.32 1.81 3.62
C -2.61 0.64 3.37
C -2.10 0.40 2.11
H -1.62 0.30 -3.30
H -3.39 -0.52 -4.82
H -5.70 -0.78 -3.99
H -6.26 -0.21 -1.66
H -4.50 0.62 -0.14
H 0.52 2.65 0.44
H 1.46 4.82 -0.26
H 0.48 6.05 -2.17
H -1.45 5.10 -3.38
H -2.38 2.92 -2.72
H -3.13 3.25 0.57
H -4.06 3.65 2.81
H -3.71 2.00 4.61
H -2.44 -0.08 4.16
H -1.54 -0.51 1.93
*
```